Entry 1:
The following is a quantum chemistry calculation of C38H72N4O4P3S2 as an isolated structure, from OMol25.

Each line ends with the Löwdin charge.
Positions of all 123 atoms, in Å:
C (-0.751, -1.433, 3.070)  0.139
C (-1.251, -0.681, 2.111)  -0.055
C (-1.581, 0.634, 1.196)  -0.348
C (-1.065, 0.131, -0.277)  -0.071
C (-0.277, -1.304, -0.215)  -0.179
C (-0.958, -2.695, -0.518)  -0.026
C (-0.145, -4.066, -0.460)  -0.019
C (1.392, -4.119, -0.091)  -0.197
C (2.122, -5.558, -0.040)  -0.100
C (2.100, -2.729, 0.170)  -0.017
C (1.291, -1.375, 0.106)  -0.015
O (-0.672, 1.733, 1.404)  -0.230
C (-1.006, 2.742, 2.344)  -0.807
S (0.562, 2.631, 3.459)  0.703
P (-0.671, 4.446, 1.548)  0.925
C (-2.158, 5.358, 0.861)  -0.323
C (0.346, 3.999, -0.043)  -0.376
C (1.263, 5.340, -0.311)  -0.184
C (-2.335, 2.543, 3.271)  -0.537
S (-1.636, 1.489, 4.712)  0.760
C (-2.601, 3.938, 3.994)  -0.223
C (-3.286, 4.004, 5.445)  -0.226
C (-2.273, 4.675, 6.562)  -0.154
C (-2.530, 6.289, 6.449)  -0.225
O (-3.786, 6.692, 7.117)  -0.121
N (-3.514, 1.833, 2.590)  -0.234
C (-4.648, 2.798, 2.230)  -0.199
C (-5.719, 3.197, 3.341)  -0.166
C (-6.064, 4.623, 3.428)  0.025
P (-4.362, 0.695, 3.745)  0.715
O (-3.753, -0.667, 4.033)  -0.448
C (-3.129, 1.106, 1.276)  -0.373
C (-3.209, 2.051, -0.063)  -0.136
C (-4.254, 2.002, -1.075)  -0.001
P (-4.240, -0.431, 0.933)  0.961
N (-5.972, 0.025, 0.747)  -0.184
O (-3.960, -1.128, -0.611)  -0.330
H (-0.481, -2.212, 3.862)  0.085
H (-0.249, 0.835, -0.732)  0.141
H (-1.834, 0.022, -1.097)  0.100
H (-2.062, -2.788, -0.799)  0.071
H (-0.686, -5.056, -0.673)  0.092
H (1.320, -6.378, 0.159)  0.084
H (3.006, -5.612, 0.696)  0.082
H (2.511, -5.755, -1.123)  0.090
H (3.216, -2.736, 0.440)  0.076
H (1.862, -0.391, 0.320)  0.099
H (0.581, 3.760, 4.273)  -0.093
H (-2.977, 4.772, 0.326)  0.017
H (-2.695, 6.028, 1.652)  0.052
H (-1.755, 6.126, 0.076)  0.072
H (1.123, 3.162, 0.178)  0.089
H (-0.328, 3.733, -0.931)  0.077
H (1.480, 5.923, 0.662)  0.063
H (2.293, 4.986, -0.729)  0.083
H (0.783, 6.047, -1.078)  0.070
H (-1.210, 2.297, 5.744)  -0.073
H (-3.121, 4.764, 3.363)  0.098
H (-1.550, 4.407, 4.215)  0.094
H (-3.646, 3.034, 5.917)  0.075
H (-4.198, 4.732, 5.472)  0.092
H (-1.172, 4.415, 6.355)  0.098
H (-2.574, 4.379, 7.634)  0.127
H (-1.691, 6.914, 6.923)  0.128
H (-2.697, 6.527, 5.323)  0.122
H (-4.368, 7.055, 6.399)  0.091
H (-5.362, 2.384, 1.407)  0.121
H (-4.246, 3.791, 1.772)  0.125
H (-6.395, 2.551, 3.997)  0.104
H (-6.269, 5.129, 2.412)  0.090
H (-6.173, 5.191, 4.417)  0.078
H (-4.567, 1.322, 5.043)  0.050
H (-5.730, 0.436, 3.305)  0.055
H (-2.314, 2.761, -0.275)  0.107
H (-4.208, 1.331, -2.021)  0.096
H (-5.182, 2.704, -0.987)  0.094
H (-6.184, 0.157, -0.259)  0.036
H (-6.462, -0.823, 1.118)  0.051
H (-4.344, -2.047, -0.555)  0.079
C (0.507, -4.038, -7.909)  -0.092
C (0.805, -3.537, -6.500)  -0.272
N (0.231, -2.226, -6.210)  -0.192
C (0.759, -1.622, -4.988)  -0.248
C (0.471, -2.328, -3.665)  -0.096
C (-1.210, -2.096, -6.399)  -0.250
C (-2.118, -3.041, -5.615)  -0.089
H (0.815, -3.307, -8.662)  0.081
H (1.057, -4.965, -8.097)  0.074
H (-0.555, -4.256, -8.048)  0.064
H (1.896, -3.471, -6.412)  0.118
H (0.478, -4.294, -5.777)  0.097
H (0.409, -0.584, -4.916)  0.110
H (1.848, -1.539, -5.094)  0.109
H (-0.566, -2.193, -3.353)  0.042
H (1.096, -1.898, -2.876)  0.059
H (0.689, -3.398, -3.707)  0.070
H (-1.428, -2.225, -7.466)  0.103
H (-1.513, -1.063, -6.190)  0.112
H (-1.774, -4.077, -5.647)  0.069
H (-3.125, -3.021, -6.045)  0.072
H (-2.214, -2.736, -4.572)  0.048
C (9.207, -5.182, -0.829)  -0.091
C (7.837, -4.727, -1.321)  -0.271
N (7.235, -3.682, -0.498)  -0.192
C (5.820, -3.463, -0.787)  -0.261
C (5.452, -2.941, -2.175)  -0.083
C (8.029, -2.472, -0.305)  -0.249
C (8.469, -1.706, -1.551)  -0.087
H (9.167, -5.492, 0.219)  0.080
H (9.547, -6.038, -1.418)  0.074
H (9.959, -4.396, -0.931)  0.065
H (7.186, -5.609, -1.303)  0.118
H (7.921, -4.421, -2.371)  0.098
H (5.396, -2.786, -0.034)  0.094
H (5.291, -4.412, -0.634)  0.101
H (5.699, -1.884, -2.288)  0.057
H (4.371, -3.031, -2.325)  0.060
H (5.939, -3.504, -2.974)  0.070
H (8.928, -2.740, 0.261)  0.103
H (7.492, -1.786, 0.359)  0.114
H (8.867, -2.361, -2.329)  0.069
H (9.262, -0.999, -1.285)  0.074
H (7.652, -1.119, -1.974)  0.053

lowest unoccupied orbital energy: -4.55 eV
gap between HOMO and LUMO: 4.77 eV
multiplicity: 1
E_HOMO: -0.343 Ha
charge: +1

---

Entry 2:
The following is a quantum chemistry calculation of a 7-piece molecular cluster, C38H75I2N3O14S2 overall, from OMol25.

Each line ends with the Löwdin charge.
Positions of all 134 atoms, in Å:
C (4.129, 1.960, 2.549)  0.171
C (3.128, 1.537, 2.077)  -0.073
C (1.843, 1.050, 1.526)  -0.357
O (1.995, 0.854, 0.134)  -0.082
C (3.215, 0.272, -0.303)  -0.182
C (2.956, -0.341, -1.694)  -0.195
C (3.961, 0.125, -2.769)  -0.077
N (1.405, -0.130, 2.232)  -0.083
C (2.091, -0.530, 3.436)  -0.061
C (0.998, -1.280, 1.446)  -0.172
C (2.012, -2.457, 1.302)  -0.063
C (1.905, -3.183, -0.021)  -0.480
O (2.909, -3.598, -0.567)  0.066
N (0.625, -3.398, -0.489)  0.146
C (0.450, -3.896, -1.829)  -0.215
C (-0.473, -4.920, -2.004)  -0.018
C (-0.750, -5.440, -3.264)  -0.077
C (-0.076, -4.953, -4.379)  -0.082
C (0.845, -3.924, -4.205)  -0.075
C (1.101, -3.395, -2.950)  -0.015
C (0.674, 2.187, 1.609)  -0.411
O (0.062, 2.046, 2.889)  -0.088
N (0.870, 2.449, 3.965)  -0.005
O (0.215, 2.650, 4.906)  0.096
O (-0.240, 1.781, 0.626)  -0.072
C (-1.619, 1.623, 0.809)  -0.778
S (-2.243, 1.272, -0.910)  0.894
O (-2.324, 2.555, 1.507)  -0.141
C (-2.986, 3.657, 0.871)  -0.266
C (-4.487, 3.476, 0.607)  -0.156
C (-4.914, 3.672, -0.868)  -0.254
C (-5.704, 2.484, -1.417)  -0.115
S (-2.106, -0.019, 1.610)  0.646
C (-3.872, 0.057, 1.793)  -0.127
O (-1.846, -1.085, 0.673)  -0.366
O (-1.574, -0.177, 2.932)  -0.282
C (1.235, 3.611, 1.474)  -0.570
I (-0.164, 5.131, 2.194)  1.065
C (1.720, 4.170, 0.117)  -0.813
C (3.032, 3.612, -0.443)  -0.162
I (0.315, 4.297, -1.494)  0.961
H (4.966, 2.438, 2.991)  0.052
H (3.571, -0.527, 0.342)  0.119
H (4.001, 1.011, -0.434)  0.105
H (1.929, -0.149, -1.993)  0.117
H (3.078, -1.418, -1.609)  0.071
H (4.809, -0.546, -2.724)  0.056
H (3.499, -0.028, -3.740)  0.072
H (4.249, 1.158, -2.600)  0.067
H (1.517, -1.353, 3.863)  0.092
H (3.096, -0.934, 3.284)  0.092
H (2.168, 0.220, 4.216)  0.081
H (0.148, -1.712, 1.968)  0.097
H (0.621, -1.027, 0.464)  0.107
H (1.746, -3.211, 2.045)  0.108
H (3.043, -2.194, 1.496)  0.107
H (-0.020, -2.654, -0.250)  0.111
H (-1.010, -5.295, -1.144)  0.092
H (-1.496, -6.216, -3.341)  0.094
H (-0.283, -5.388, -5.344)  0.092
H (1.365, -3.551, -5.075)  0.097
H (1.821, -2.598, -2.851)  0.089
H (-2.080, 2.474, -1.480)  -0.161
H (-2.462, 4.068, 0.015)  0.050
H (-2.931, 4.447, 1.610)  0.056
H (-4.854, 2.529, 0.989)  0.087
H (-5.013, 4.251, 1.158)  0.110
H (-4.035, 3.885, -1.474)  0.090
H (-5.549, 4.551, -0.943)  0.100
H (-5.043, 1.685, -1.739)  0.040
H (-6.377, 2.110, -0.650)  0.070
H (-6.300, 2.757, -2.286)  0.066
H (-4.372, -0.024, 0.834)  0.065
H (-4.156, 0.960, 2.318)  0.062
H (-4.135, -0.785, 2.425)  0.074
H (2.056, 3.778, 2.157)  0.068
H (1.935, 5.209, 0.329)  0.026
H (3.757, 3.383, 0.328)  0.067
H (2.847, 2.791, -1.124)  0.043
H (3.464, 4.407, -1.050)  0.077
C (5.012, -3.127, -5.212)  -0.086
C (5.990, -2.066, -5.685)  -0.317
O (6.350, -1.181, -4.627)  -0.095
H (4.112, -2.661, -4.809)  0.060
H (4.727, -3.792, -6.029)  0.075
H (5.450, -3.730, -4.413)  0.077
H (5.543, -1.455, -6.467)  0.110
H (6.895, -2.532, -6.090)  0.106
H (6.758, -1.707, -3.932)  0.080
C (-2.410, 8.795, -0.329)  -0.084
C (-3.554, 7.960, 0.217)  -0.297
O (-3.276, 6.567, 0.106)  -0.095
H (-2.223, 8.547, -1.374)  0.076
H (-2.631, 9.861, -0.255)  0.076
H (-1.490, 8.591, 0.224)  0.065
H (-4.467, 8.146, -0.347)  0.115
H (-3.741, 8.205, 1.267)  0.092
H (-2.475, 6.395, 0.613)  0.014
C (-2.598, -4.924, 2.121)  -0.083
C (-3.007, -4.121, 0.900)  -0.311
O (-3.181, -4.965, -0.239)  -0.090
H (-1.668, -5.461, 1.925)  0.073
H (-2.453, -4.275, 2.987)  0.071
H (-3.358, -5.670, 2.370)  0.072
H (-2.240, -3.396, 0.650)  0.076
H (-3.940, -3.578, 1.090)  0.110
H (-3.869, -5.603, -0.029)  0.081
C (0.364, -5.483, 5.604)  -0.091
C (1.171, -4.355, 4.989)  -0.330
O (2.461, -4.813, 4.590)  -0.085
H (0.888, -5.895, 6.467)  0.076
H (-0.621, -5.136, 5.923)  0.073
H (0.228, -6.296, 4.887)  0.072
H (1.320, -3.555, 5.713)  0.112
H (0.660, -3.933, 4.115)  0.091
H (2.338, -5.512, 3.941)  0.080
C (-1.513, 10.284, 3.213)  -0.081
C (-2.657, 9.440, 3.743)  -0.316
O (-2.364, 8.046, 3.659)  -0.108
H (-1.300, 10.025, 2.175)  0.056
H (-1.752, 11.347, 3.267)  0.077
H (-0.602, 10.104, 3.788)  0.075
H (-3.560, 9.607, 3.157)  0.102
H (-2.873, 9.698, 4.785)  0.110
H (-1.575, 7.881, 4.185)  0.071
C (0.799, -9.696, -4.661)  -0.091
C (-0.188, -8.792, -5.376)  -0.319
O (0.476, -7.869, -6.235)  -0.090
H (1.501, -9.102, -4.077)  0.077
H (0.284, -10.389, -3.993)  0.073
H (1.381, -10.277, -5.381)  0.071
H (-0.752, -8.201, -4.657)  0.094
H (-0.896, -9.386, -5.964)  0.108
H (0.971, -8.376, -6.885)  0.078

lowest unoccupied orbital energy: 0.09 eV
gap between HOMO and LUMO: 8.56 eV
multiplicity: 1
energy above the lowest of the compared OMol25 structures with the same formula, charge and spin: 0.000 eV
E_HOMO: -0.311 Ha
SMILES: C#C[C@@](OCCC)(N(C)CCC(=O)Nc1ccccc1)[C@](ON=O)(O[C@](S)(OCCCC)S(C)(=O)=O)[C@H](I)[C@@H](C)I.CCO.CCO.CCO.CCO.CCO.CCO
charge: 0

---

Entry 3:
The following is a quantum chemistry calculation of C38H76BBr2F3O10Si as an isolated structure, from OMol25.

Each line ends with the Löwdin charge.
Positions of all 131 atoms, in Å:
C (5.970, 1.899, 3.558)  -0.075
C (5.063, 2.801, 2.484)  -0.238
O (4.814, 4.134, 3.053)  -0.074
B (4.499, 5.139, 2.019)  -0.570
O (4.995, 6.539, 2.266)  -0.048
Si (3.477, 4.862, 0.406)  0.730
C (2.097, 3.484, 0.637)  -0.317
C (1.142, 4.028, 1.863)  -0.247
C (-0.119, 3.047, 2.232)  -0.623
F (-0.798, 2.504, 1.032)  -0.074
Br (0.589, 1.517, 3.376)  0.652
C (-1.131, 3.951, 3.209)  -0.618
F (-2.163, 4.528, 2.273)  -0.064
F (-0.434, 5.133, 3.805)  -0.076
Br (-1.910, 2.904, 4.725)  0.714
H (5.583, 0.783, 3.489)  0.062
H (7.102, 1.869, 3.224)  0.089
H (5.820, 2.244, 4.676)  0.099
H (5.658, 2.793, 1.476)  0.134
H (4.019, 2.247, 2.431)  0.110
H (4.267, 6.941, 2.860)  0.128
H (2.709, 6.114, 0.184)  -0.019
H (4.266, 4.650, -0.801)  -0.034
H (1.526, 3.428, -0.409)  0.074
H (2.563, 2.423, 0.814)  0.076
H (1.753, 4.182, 2.872)  0.129
H (0.708, 5.077, 1.509)  0.137
C (-1.224, 2.098, -3.313)  -0.177
C (-0.220, 1.220, -4.014)  -0.181
C (0.664, 2.238, -4.703)  -0.206
O (0.658, 3.416, -3.885)  -0.137
C (-0.377, 3.282, -2.900)  -0.203
H (-1.718, 1.612, -2.468)  0.116
H (-1.995, 2.420, -4.023)  0.118
H (0.363, 0.660, -3.274)  0.116
H (-0.669, 0.506, -4.709)  0.116
H (0.264, 2.511, -5.685)  0.118
H (1.691, 1.883, -4.830)  0.106
H (0.104, 3.106, -1.932)  0.089
H (-0.952, 4.210, -2.841)  0.122
C (5.410, 0.014, -5.424)  -0.185
C (5.372, 1.344, -4.717)  -0.182
C (4.994, 0.943, -3.307)  -0.206
O (5.529, -0.370, -3.091)  -0.140
C (5.963, -0.899, -4.352)  -0.209
H (6.014, 0.018, -6.335)  0.115
H (4.391, -0.294, -5.689)  0.115
H (6.371, 1.795, -4.722)  0.119
H (4.672, 2.058, -5.159)  0.113
H (3.907, 0.885, -3.188)  0.109
H (5.391, 1.631, -2.555)  0.117
H (7.058, -0.897, -4.356)  0.117
H (5.615, -1.930, -4.458)  0.117
C (5.439, -2.622, 6.496)  -0.182
C (4.960, -3.049, 5.132)  -0.181
C (4.898, -1.731, 4.392)  -0.213
O (5.913, -0.889, 4.955)  -0.174
C (6.397, -1.501, 6.159)  -0.199
H (5.909, -3.426, 7.068)  0.116
H (4.597, -2.232, 7.080)  0.118
H (5.705, -3.704, 4.666)  0.118
H (4.002, -3.575, 5.147)  0.117
H (3.932, -1.236, 4.541)  0.117
H (5.069, -1.845, 3.317)  0.120
H (7.403, -1.886, 5.956)  0.119
H (6.463, -0.752, 6.953)  0.120
C (-6.575, 1.624, 2.866)  -0.176
C (-5.169, 2.070, 2.561)  -0.188
C (-4.376, 0.804, 2.800)  -0.224
O (-5.243, -0.295, 2.487)  -0.135
C (-6.579, 0.205, 2.340)  -0.210
H (-7.344, 2.250, 2.406)  0.116
H (-6.737, 1.621, 3.950)  0.118
H (-5.093, 2.365, 1.507)  0.121
H (-4.830, 2.908, 3.175)  0.098
H (-4.085, 0.710, 3.852)  0.096
H (-3.475, 0.750, 2.182)  0.116
H (-6.831, 0.178, 1.274)  0.099
H (-7.276, -0.441, 2.880)  0.122
C (-8.767, -0.744, -0.643)  -0.198
C (-8.043, -2.061, -0.533)  -0.181
C (-9.182, -3.030, -0.305)  -0.198
O (-10.328, -2.492, -0.977)  -0.136
C (-10.038, -1.140, -1.361)  -0.208
H (-8.200, 0.026, -1.173)  0.115
H (-9.005, -0.367, 0.358)  0.108
H (-7.542, -2.289, -1.481)  0.119
H (-7.295, -2.087, 0.263)  0.109
H (-9.427, -3.112, 0.760)  0.120
H (-8.965, -4.031, -0.691)  0.103
H (-9.901, -1.124, -2.448)  0.116
H (-10.883, -0.495, -1.107)  0.116
C (8.379, 8.627, -0.769)  -0.184
C (7.989, 7.902, 0.493)  -0.173
C (6.834, 7.046, 0.023)  -0.219
O (7.079, 6.738, -1.356)  -0.140
C (8.150, 7.568, -1.825)  -0.209
H (9.405, 9.005, -0.760)  0.114
H (7.703, 9.473, -0.935)  0.117
H (8.816, 7.264, 0.826)  0.119
H (7.719, 8.568, 1.317)  0.118
H (5.886, 7.591, 0.080)  0.118
H (6.738, 6.119, 0.596)  0.103
H (9.035, 6.933, -1.949)  0.116
H (7.888, 7.995, -2.797)  0.117
C (-7.078, -8.385, 0.045)  -0.178
C (-5.839, -7.539, -0.092)  -0.178
C (-6.379, -6.291, -0.755)  -0.203
O (-7.736, -6.140, -0.315)  -0.155
C (-8.138, -7.348, 0.344)  -0.202
H (-7.003, -9.153, 0.818)  0.116
H (-7.297, -8.879, -0.910)  0.118
H (-5.446, -7.294, 0.902)  0.120
H (-5.041, -8.016, -0.667)  0.100
H (-6.391, -6.393, -1.846)  0.117
H (-5.806, -5.396, -0.495)  0.118
H (-8.197, -7.139, 1.418)  0.118
H (-9.130, -7.647, -0.007)  0.119
C (-2.569, -7.240, -4.083)  -0.183
C (-1.456, -7.289, -3.069)  -0.182
C (-2.129, -7.957, -1.891)  -0.209
O (-3.129, -8.836, -2.426)  -0.151
C (-3.293, -8.542, -3.821)  -0.205
H (-2.220, -7.147, -5.115)  0.116
H (-3.231, -6.394, -3.867)  0.116
H (-0.641, -7.921, -3.442)  0.118
H (-1.041, -6.307, -2.823)  0.116
H (-2.635, -7.224, -1.253)  0.111
H (-1.428, -8.529, -1.276)  0.119
H (-2.848, -9.366, -4.390)  0.117
H (-4.358, -8.487, -4.062)  0.117

lowest unoccupied orbital energy: -0.31 eV
gap between HOMO and LUMO: 8.80 eV
multiplicity: 1
E_HOMO: -0.335 Ha
charge: 0